The following is a quantum chemistry calculation of an isolated ion of composition C5H11N and charge +1, from the Open Molecules 2025 dataset.

- Net charge: +1
- E_LUMO (alpha / beta): -0.1460 / -0.2776 Ha
- HOMO (alpha / beta): -14.9243 / -15.5668 eV
- Energy relative to the best compared isomer or geometry (same formula, charge and spin): 1.1635 eV
- Spin multiplicity: 2
- E: -251.54430 a.u.

Last column: Mulliken spin population.
Element x y z (Å)
C1 2.380 0.515 -0.576  -0.003
C2 1.513 0.370 0.685  0.030
C3 0.057 0.777 0.412  0.007
C4 -0.747 -0.273 -0.248  0.348
C5 -2.066 -0.485 0.117  0.164
N1 -2.909 -1.412 -0.331  0.355
H1 3.334 0.016 -0.448  0.000
H2 2.513 1.588 -0.728  0.000
H3 1.850 0.181 -1.475  0.001
H4 1.499 -0.650 1.069  -0.005
H5 1.924 1.026 1.442  0.004
H6 -0.439 1.029 1.365  0.007
H7 -0.032 1.726 -0.139  0.078
H8 -0.235 -0.733 -1.089  0.020
H9 -2.430 0.104 0.956  0.008
H10 -2.859 -1.700 -1.302  -0.012
H11 -3.354 -2.078 0.289  -0.004